Record 1
The following is a quantum chemistry calculation of a structure of composition C3HOS3 at a distorted geometry, from OMol25.

XYZ file:
```
8
Properties=species:S:1:pos:R:3
S 1.96 -0.93 1.25
S 1.48 1.97 -0.49
S -0.49 -1.78 -1.42
O 3.68 -0.78 -0.89
C 2.66 -0.56 -0.29
C 1.47 0.27 -0.60
C -0.01 -0.35 -0.83
H -0.77 0.34 -0.79
```

Values from the calculation:
**HOMO-LUMO gap**: 6.7514 eV
**Net charge**: -1
**Total energy**: -1384.72919 Ha



Record 2
The following is a quantum chemistry calculation of a cluster of 2 separate species, C5H12O2 in total, from OMol25.

XYZ file:
```
19
Properties=species:S:1:pos:R:3
O 0.85 -1.64 -0.29
O 2.16 0.39 -1.38
C -1.99 -0.50 1.89
C 0.12 0.70 -0.08
C 1.52 1.23 -0.41
C -0.94 -1.25 1.13
C 0.00 -0.76 0.31
H -1.94 0.59 1.75
H 1.41 2.24 -0.84
H -0.27 -0.07 -2.92
H -0.53 0.89 -0.94
H -1.92 -0.70 2.97
H 3.12 0.53 -1.31
H -0.99 -0.01 -3.08
H -3.00 -0.81 1.58
H 1.48 -1.14 -0.83
H -0.94 -2.33 1.24
H 2.13 1.31 0.49
H -0.26 1.32 0.73
```

Values from the calculation:
**SMILES**: C/C=C(/O)CCO.[H][H]
**HOMO-LUMO gap**: 8.5909 eV
**Total energy**: -348.12473 Ha



Record 3
The following is a quantum chemistry calculation of a cluster of 2 separate species, CH5NO4S in total at a distorted geometry, from OMol25.

XYZ file:
```
12
Properties=species:S:1:pos:R:3
S -3.40 -0.99 -0.95
O -4.12 -0.29 0.05
O -3.37 0.02 -2.20
O -0.77 -1.30 -1.57
O -3.80 -2.28 -1.38
N 1.43 0.42 1.13
C -1.56 -1.27 -0.68
H -2.72 -0.23 -2.81
H 0.92 0.91 0.44
H 2.28 0.23 0.53
H 1.75 1.20 1.76
H -1.29 -1.62 0.47
```

Values from the calculation:
**SMILES**: O=CS(=O)(=O)O.N
**HOMO-LUMO gap**: 10.5400 eV
**Total energy**: -794.94526 Ha



Record 4
The following is a quantum chemistry calculation of an isolated molecule of C4H6O2 at a distorted geometry, from OMol25.

XYZ file:
```
12
Properties=species:S:1:pos:R:3
O 1.93 -0.30 0.48
O 0.77 1.62 -1.30
C 0.71 -0.53 -0.15
C -0.50 -0.53 0.79
C 0.15 0.70 -0.83
C -1.22 0.54 -0.26
H -1.80 1.45 -0.07
H 0.72 -1.37 -0.86
H -0.96 -1.54 0.86
H 2.34 0.41 -0.02
H -1.80 -0.34 -0.43
H -0.35 -0.13 1.78
```

Values from the calculation:
**SMILES**: O=C1CC[C@@H]1O
**HOMO-LUMO gap**: 10.4895 eV
**Total energy**: -306.41813 Ha



Results for relative energy (zero: lowest compared OMol25 entry of this formula, charge and spin): 2.3, 50.3, 40.5, 55.3 (in kcal/mol, following the order of the records).